No. 1
Molecular formula: C2H3Br2OP
Method: DFT, ωB97M-V with the def2-TZVPD basis set

**Strongest force on any atom**: 3.98 eV/Å
**SMILES string**: O/C=C\P(Br)Br
**Energy above the lowest of the compared OMol25 structures with the same formula, charge and spin**: 139.4 kJ/mol
**Frontier orbital gap**: 9.212 eV

Each line ends with the natural charge from an NBO analysis.
Cartesian coordinates (Å):
O (-1.298, -0.624, -1.772)  -0.6665
C (-0.539, 0.245, -1.061)  0.2106
C (0.053, 0.180, 0.151)  -0.6954
P (0.359, -0.938, 1.580)  0.6870
Br (2.564, -1.368, 1.288)  -0.2334
Br (0.560, 0.460, 3.234)  -0.1906
H (-1.960, -0.143, -2.184)  0.4808
H (-0.441, 1.065, -1.690)  0.1660
H (0.703, 1.122, 0.454)  0.2415

=====

No. 2
Molecular formula: C2H3Br3ClP
Method: DFT, ωB97M-V with the def2-TZVPD basis set

**Strongest force on any atom**: 1.83 eV/Å
**Energy above the lowest of the compared OMol25 structures with the same formula, charge and spin**: 29.2 kJ/mol
**Frontier orbital gap**: 9.581 eV

Each line ends with the natural charge from an NBO analysis.
Cartesian coordinates (Å):
C (1.191, 0.108, 0.286)  -0.7082
C (0.038, -0.414, -0.523)  -0.3559
P (-1.739, 0.129, -0.152)  0.6936
Cl (0.184, -0.204, -2.310)  0.0031
Br (-0.217, -2.401, -0.201)  0.0355
Br (-1.809, -0.127, 2.065)  -0.2041
Br (-1.750, 2.337, -0.443)  -0.2037
H (2.035, -0.154, -0.345)  0.2407
H (0.981, -0.467, 1.237)  0.2576
H (1.087, 1.193, 0.385)  0.2414

=====

No. 3
Molecular formula: C2H3BrCl2
Method: DFT, ωB97M-V with the def2-TZVPD basis set

**Strongest force on any atom**: 3.41 eV/Å
**SMILES string**: C=C(Cl)Br.Cl
**Energy above the lowest of the compared OMol25 structures with the same formula, charge and spin**: 79.8 kJ/mol
**Frontier orbital gap**: 10.157 eV

Each line ends with the natural charge from an NBO analysis.
Cartesian coordinates (Å):
C (0.046, -1.374, -0.065)  -0.4293
C (-1.168, -0.888, 0.083)  -0.0905
Cl (-2.668, -1.622, 0.050)  0.1018
Br (-1.182, 1.128, 0.459)  -0.0204
H (0.922, -0.777, -0.146)  0.2279
H (0.226, -2.362, -0.133)  0.2091
Cl (2.077, 2.349, -0.017)  -0.2620
H (1.747, 3.545, -0.231)  0.2634

=====

No. 4
Molecular formula: C2H3BrClF
Method: DFT, ωB97M-V with the def2-TZVPD basis set

**Strongest force on any atom**: 4.39 eV/Å
**SMILES string**: FC[C@H](Cl)Br
**Energy above the lowest of the compared OMol25 structures with the same formula, charge and spin**: 73.8 kJ/mol
**Frontier orbital gap**: 11.182 eV

Each line ends with the natural charge from an NBO analysis.
Cartesian coordinates (Å):
F (0.481, -0.284, -1.971)  -0.3296
C (0.076, -0.275, -0.738)  0.0395
C (1.126, 0.479, 0.229)  -0.2519
Cl (1.562, 2.223, -0.367)  -0.0757
Br (2.747, -0.580, 0.256)  0.0487
H (-1.037, 0.193, -0.618)  0.1771
H (0.158, -1.374, -0.411)  0.1802
H (0.764, 0.600, 1.198)  0.2117

=====

No. 5
Molecular formula: C2H3BrClF
Method: DFT, ωB97M-V with the def2-TZVPD basis set

**Strongest force on any atom**: 2.91 eV/Å
**SMILES string**: C=C(F)Br.Cl
**Energy above the lowest of the compared OMol25 structures with the same formula, charge and spin**: 90.2 kJ/mol
**Frontier orbital gap**: 10.493 eV

Each line ends with the natural charge from an NBO analysis.
Cartesian coordinates (Å):
C (1.088, 0.074, 0.068)  -0.4973
C (-0.086, 0.059, -0.600)  0.3062
F (-1.128, 0.752, -0.248)  -0.3062
Br (-0.646, -1.393, -1.661)  0.0542
H (1.906, -0.541, -0.331)  0.2318
H (1.297, 0.860, 0.839)  0.2354
Cl (-4.102, -1.464, -0.501)  -0.2918
H (-3.103, -1.293, -1.327)  0.2677

=====

No. 6
Molecular formula: C2H3BrClFIN
Method: DFT, ωB97M-V with the def2-TZVPD basis set

**Strongest force on any atom**: 3.08 eV/Å
**Energy above the lowest of the compared OMol25 structures with the same formula, charge and spin**: 2.3 kJ/mol
**Frontier orbital gap**: 9.517 eV

Each line ends with the natural charge from an NBO analysis.
Cartesian coordinates (Å):
C (0.052, -0.418, 0.372)  -0.2444
C (-1.287, 0.722, -1.291)  0.3545
N (-0.028, 0.101, -0.992)  -0.6824
F (-2.280, -0.001, -0.767)  -0.3484
Cl (1.398, -1.513, 0.368)  -0.0024
Br (-1.357, 2.551, -0.390)  -0.0855
I (-1.606, 1.029, -3.393)  0.1782
H (0.153, 0.364, 1.046)  0.1988
H (-1.019, -0.793, 0.546)  0.2345
H (0.674, 0.727, -1.350)  0.3972

=====

> What is the formula in the sixth record?

C2H3BrClFIN